Here is a structure of composition C31H46N6RuS4 at a distorted geometry from the OMol25 dataset. Energies are from ωB97M-V with the def2-TZVPD basis set.

Cartesian coordinates (Å):
H -3.632 -2.847 -2.770
S 2.128 1.121 -2.812
H -0.179 1.373 3.258
H -2.659 -1.386 1.729
S 2.037 1.580 -0.911
C -5.105 1.067 -0.313
C -1.254 2.711 -0.848
C -0.058 6.156 4.284
C -1.192 1.266 -2.616
H 2.490 -1.721 3.477
H -1.327 -2.696 -1.713
C -3.544 3.866 -5.086
H -3.171 1.249 0.630
C -0.882 3.003 0.546
C -0.661 6.022 2.883
N -0.600 -1.681 1.998
C 3.329 -1.157 0.839
H -1.019 5.122 0.323
C -4.118 -1.102 -1.654
C -5.433 -0.739 -1.897
H -2.619 6.338 1.977
C -3.292 -0.386 -0.758
H -4.199 5.188 -1.959
C -1.909 -1.285 2.511
C -0.322 3.498 3.164
C -2.149 6.402 2.956
C 1.823 -1.733 2.600
H -2.682 5.748 3.641
C -2.007 3.608 -1.593
H 3.652 -0.368 0.160
H -0.867 0.307 -3.004
H -2.006 6.026 -2.874
C 2.611 0.538 2.326
C -3.157 4.360 -3.689
C -4.432 4.672 -2.887
H -5.535 1.906 0.211
H 4.183 -1.426 1.475
C -3.795 0.714 -0.071
C -2.348 3.340 -2.914
S 1.079 -1.844 -1.446
C -2.132 -2.010 -1.531
H -2.659 3.638 -5.678
H -0.458 7.067 0.978
H 0.256 -0.627 3.577
H -0.806 -3.773 2.325
H -6.933 0.667 -1.357
H 0.058 7.992 2.374
H 1.944 -2.702 2.115
H -1.531 -3.153 0.833
H 2.597 1.373 1.625
H -0.133 7.189 4.613
H -1.416 5.428 -4.423
N -0.866 1.540 -1.363
N -2.057 -0.995 -0.712
H -1.887 -0.242 2.828
C 0.051 6.997 1.936
H -4.175 2.980 -5.027
H -2.886 6.402 -4.352
H 0.217 -3.315 0.941
N -0.628 1.956 1.348
H 0.992 5.873 4.289
H -2.136 1.818 -4.438
Ru 0.093 -0.081 0.217
H -4.098 4.644 -5.608
H 0.188 -2.378 3.835
C 0.381 -1.594 3.083
H 3.629 0.439 2.726
C -1.912 2.124 -3.430
H -5.100 5.310 -3.461
H -2.347 4.517 -1.129
H 1.943 0.766 3.152
C -0.353 2.227 2.619
N -3.339 -2.128 -2.127
C -0.843 4.315 1.015
C -0.579 4.602 2.352
H -0.596 5.548 5.007
C -2.312 5.634 -3.840
C -5.910 0.356 -1.209
C -0.679 -3.055 1.502
H -0.107 3.606 4.214
H 3.040 -2.030 0.255
S 1.766 -1.017 -3.089
H -4.958 3.750 -2.642
H 1.080 6.692 1.759
N 2.196 -0.687 1.638
H -2.206 -1.910 3.364
H -6.050 -1.297 -2.584
H -2.244 7.424 3.314

Summary:
**Multiplicity**: 2
**HOMO-LUMO gap (spin up / spin down)**: 5.3 / 5.1 eV
**LUMO level (spin up / spin down)**: -3.8 / -3.9 eV
**Total charge**: +1
**Energy**: -87752.819 eV



Here is a structure of composition C31H47BrCdN2P2 at a distorted geometry from the OMol25 dataset. Energies are from ωB97M-V with the def2-TZVPD basis set.

Cartesian coordinates (Å):
N -0.955 -2.976 4.763
C 1.221 -2.761 2.992
C 3.303 -1.763 2.088
H 0.213 3.200 -5.467
H 1.606 4.419 1.916
H 2.760 2.025 -2.230
C -1.088 -2.217 -1.459
C -2.992 2.441 1.315
H -0.479 4.035 0.631
H -3.124 0.498 3.467
H 0.034 -0.186 -4.261
H -0.866 4.151 2.359
H -0.054 -3.920 1.657
H 3.691 -1.372 3.031
C -3.529 -2.465 -0.231
C 2.338 -2.736 2.074
H 4.988 1.910 -0.242
H 2.307 -3.492 1.285
C 2.291 3.774 -3.397
H -0.788 1.732 -5.564
C -2.086 0.168 3.586
P -1.228 1.929 1.495
H 1.301 3.016 2.954
C -0.998 -3.575 3.567
H -0.054 0.831 3.257
H 1.691 2.784 1.233
C -3.388 2.840 -0.109
H 2.433 3.377 -4.411
C -1.074 1.244 3.202
C -4.046 -4.588 -1.472
H -0.095 -2.109 -1.905
C 3.601 -1.731 -0.384
C 3.776 -1.121 0.883
H -3.556 -5.546 -1.253
C 0.977 0.211 -3.853
H -1.506 -4.099 -2.408
C 1.148 3.422 1.946
H 1.565 4.596 -3.435
C 1.901 2.695 -2.389
C 0.044 -3.465 2.640
H 1.385 -0.573 -3.193
H 3.252 4.196 -3.074
H -4.300 -4.593 -2.543
H -4.433 3.174 -0.117
H -1.123 2.084 3.913
C -0.343 3.540 1.606
H -1.733 2.276 -3.249
H 2.055 -0.442 -5.577
C 0.119 -2.250 5.097
P 0.489 1.596 -2.766
C 4.344 0.278 -1.492
H -1.943 -0.110 4.638
H 2.967 0.698 -4.585
H -0.622 3.654 -3.139
C -0.702 2.721 -5.098
H -2.997 -0.576 0.711
H -4.974 -4.522 -0.888
C 3.854 -1.030 -1.561
C -2.708 -1.366 -0.001
C -0.750 2.652 -3.577
H -3.171 3.276 2.010
C 1.209 -2.067 4.228
C -1.875 -3.334 -1.733
H 1.685 3.160 -1.411
C 4.598 0.889 -0.255
H 4.565 0.636 1.888
H 3.688 -1.474 -2.541
H 2.039 -1.429 4.534
H -1.552 3.327 -5.435
H -1.895 -4.147 3.317
H 3.262 -2.764 -0.417
C 4.346 0.182 0.919
N -1.525 -1.220 -0.652
H -3.608 1.596 1.659
Br 4.978 1.144 -3.123
H -2.777 3.664 -0.497
C -3.136 -3.443 -1.143
H -4.479 -2.540 0.304
C 1.966 0.475 -4.979
Cd -0.181 0.698 -0.543
H -1.943 -0.745 2.995
H 0.106 -1.768 6.086
H -3.311 1.993 -0.803
H 1.660 1.283 -5.655

Summary:
**HOMO-LUMO gap**: 6.3 eV
**Relative energy (zero: lowest compared OMol25 entry of this formula, charge and spin)**: 5.0 kcal/mol
**LUMO level**: -6.3 eV
**Total charge**: +2
**Energy**: -129060.848 eV